A 7-piece molecular cluster, C43H83B2ClI2O16S overall. Source: the OMol25 dataset; level of theory: ωB97M-V/def2-TZVPD.

Bonds (Å) are listed after each position.
Atoms and positions in Å:
1 C 0.006 -6.168 3.614  C2 1.521, H36 1.087, H37 1.091, H38 1.085
2 C -0.323 -5.122 2.559  C1 1.521, O3 1.425, H39 1.096, H40 1.093
3 O 0.847 -4.564 1.968  C2 1.425, B4 1.391
4 B 0.647 -4.111 0.668  O3 1.391, O5 1.357, C6 1.602
5 O 1.322 -4.758 -0.316  B4 1.357, H41 0.970
6 C -0.294 -2.843 0.402  B4 1.602, O7 1.416, C31 1.524, H42 1.092
7 O 0.030 -2.070 -0.739  C6 1.416, C8 1.410
8 C 1.343 -1.557 -0.766  O7 1.410, C9 1.526, C15 1.580, H43 1.095
9 C 1.806 -0.835 0.496  C8 1.526, C10 1.538, H44 1.091, H45 1.092
10 C 3.307 -0.537 0.342  C9 1.538, O11 1.426, H46 1.088, H47 1.085
11 O 3.855 0.019 1.536  C10 1.426, C12 1.344
12 C 3.615 1.335 1.671  O11 1.344, C13 1.503, O14 1.181
13 C 3.530 1.800 3.099  C12 1.503, H48 1.089, H49 1.082, H50 1.092
14 O 3.500 2.095 0.775  C12 1.181
15 C 1.339 -0.467 -1.911  C8 1.580, O16 1.381, S27 1.830, H51 1.090
16 O 0.038 -0.243 -2.315  C15 1.381, C17 1.440
17 C -0.242 1.125 -2.666  O16 1.440, B18 1.593, C23 1.557, H52 1.099
18 B -0.648 2.002 -1.400  C17 1.593, O19 1.382, O20 1.361
19 O -0.635 1.437 -0.139  B18 1.382, H53 0.974
20 O -0.944 3.318 -1.587  B18 1.361, C21 1.422
21 C -2.052 3.803 -0.840  O20 1.422, C22 1.547, H54 1.089, H55 1.090
22 C -1.639 4.932 0.134  C21 1.547, H56 1.086, H57 1.083, H58 1.088
23 C -1.274 1.179 -3.831  C17 1.557, Cl24 1.811, C25 1.524, H59 1.083
24 Cl -1.269 -0.377 -4.758  C23 1.811
25 C -2.714 1.388 -3.377  C23 1.524, C26 1.548, H60 1.091, H61 1.086
26 C -3.266 0.237 -2.502  C25 1.548, H62 1.092, H63 1.092, H64 1.081
27 S 2.415 -0.982 -3.298  C15 1.830, C28 1.793, O29 1.446, O30 1.443
28 C 1.626 -2.203 -4.347  S27 1.793, H65 1.083, H66 1.088, H67 1.079
29 O 3.669 -1.464 -2.763  S27 1.446
30 O 2.678 0.171 -4.125  S27 1.443
31 C -1.706 -3.350 0.140  C6 1.524, I32 2.140, C33 1.304
32 I -1.931 -5.117 -1.045  C31 2.140
33 C -2.784 -2.752 0.565  C31 1.304, C34 1.505, I35 2.114
34 C -4.165 -3.283 0.288  C33 1.505, H68 1.086, H69 1.085, H70 1.090
35 I -2.638 -0.955 1.669  C33 2.114
36 H 0.289 -7.113 3.157  C1 1.087
37 H -0.929 -6.358 4.142  C1 1.091
38 H 0.716 -5.807 4.352  C1 1.085
39 H -0.939 -4.363 3.054  C2 1.096
40 H -0.988 -5.604 1.838  C2 1.093
41 H 1.440 -5.664 0.011  O5 0.970
42 H -0.344 -2.281 1.337  C6 1.092
43 H 2.089 -2.294 -1.081  C8 1.095
44 H 1.259 0.090 0.690  C9 1.091
45 H 1.741 -1.439 1.403  C9 1.092
46 H 3.793 -1.499 0.188  C10 1.088
47 H 3.539 0.062 -0.532  C10 1.085
48 H 2.560 1.563 3.532  C13 1.089
49 H 3.754 2.859 3.122  C13 1.082
50 H 4.301 1.307 3.695  C13 1.092
51 H 1.791 0.464 -1.570  C15 1.090
52 H 0.685 1.559 -3.063  C17 1.099
53 H -1.294 0.720 -0.135  O19 0.974
54 H -2.796 4.228 -1.512  C21 1.089
55 H -2.570 3.036 -0.263  C21 1.090
56 H -2.127 5.851 -0.178  C22 1.086
57 H -1.863 4.691 1.166  C22 1.083
58 H -0.573 5.098 -0.008  C22 1.088
59 H -1.030 1.958 -4.542  C23 1.083
60 H -3.324 1.377 -4.282  C25 1.091
61 H -2.888 2.364 -2.934  C25 1.086
62 H -2.472 -0.273 -1.953  C26 1.092
63 H -3.919 0.702 -1.760  C26 1.092
64 H -3.873 -0.449 -3.075  C26 1.081
65 H 2.371 -2.949 -4.595  C28 1.083
66 H 0.785 -2.624 -3.800  C28 1.088
67 H 1.279 -1.685 -5.228  C28 1.079
68 H -4.357 -3.373 -0.777  C34 1.086
69 H -4.939 -2.666 0.733  C34 1.085
70 H -4.204 -4.278 0.732  C34 1.090
71 C -6.063 1.578 -8.279  C72 1.524, C75 1.521, H76 1.089, H77 1.093
72 C -7.276 1.721 -7.368  C71 1.524, C73 1.522, H78 1.093, H79 1.089
73 C -6.881 0.850 -6.184  C72 1.522, O74 1.431, H80 1.095, H81 1.091
74 O -5.454 0.915 -6.088  C73 1.431, C75 1.432
75 C -4.925 1.523 -7.271  C71 1.521, O74 1.432, H82 1.096, H83 1.090
76 H -5.953 2.389 -8.997  C71 1.089
77 H -6.121 0.638 -8.832  C71 1.093
78 H -7.382 2.761 -7.050  C72 1.093
79 H -8.212 1.410 -7.830  C72 1.089
80 H -7.165 -0.195 -6.347  C73 1.095
81 H -7.323 1.187 -5.246  C73 1.091
82 H -4.578 2.528 -7.009  C75 1.096
83 H -4.073 0.944 -7.628  C75 1.090
84 C 4.792 -2.989 3.113  C85 1.524, C88 1.521, H89 1.088, H90 1.094
85 C 3.479 -3.750 3.250  C84 1.524, C86 1.521, H91 1.094, H92 1.084
86 C 3.883 -4.904 4.154  C85 1.521, O87 1.431, H93 1.096, H94 1.091
87 O 4.933 -4.418 4.995  C86 1.431, C88 1.432
88 C 5.394 -3.157 4.499  C84 1.521, O87 1.432, H95 1.096, H96 1.091
89 H 4.669 -1.946 2.828  C84 1.088
90 H 5.428 -3.475 2.367  C84 1.094
91 H 2.736 -3.122 3.751  C85 1.094
92 H 3.062 -4.080 2.306  C85 1.084
93 H 4.273 -5.746 3.572  C86 1.096
94 H 3.060 -5.264 4.774  C86 1.091
95 H 5.044 -2.374 5.181  C88 1.096
96 H 6.485 -3.146 4.492  C88 1.091
97 C -7.881 -4.279 3.660  C98 1.524, C101 1.521, H102 1.089, H103 1.093
98 C -6.661 -4.183 4.568  C97 1.524, C99 1.522, H104 1.093, H105 1.089
99 C -5.919 -5.467 4.229  C98 1.522, O100 1.431, H106 1.095, H107 1.091
100 O -6.217 -5.762 2.861  C99 1.431, C101 1.431
101 C -7.290 -4.927 2.417  C97 1.521, O100 1.431, H108 1.096, H109 1.090
102 H -8.354 -3.319 3.455  C97 1.089
103 H -8.628 -4.938 4.108  C97 1.093
104 H -6.057 -3.316 4.289  C98 1.093
105 H -6.905 -4.100 5.626  C98 1.089
106 H -6.271 -6.304 4.843  C99 1.095
107 H -4.839 -5.377 4.355  C99 1.091
108 H -6.876 -4.174 1.737  C101 1.096
109 H -8.017 -5.527 1.868  C101 1.090
110 C 7.583 1.232 -4.170  C111 1.521, C114 1.524, H115 1.089, H116 1.093
111 C 6.306 1.411 -3.365  C110 1.521, C112 1.514, H117 1.094, H118 1.090
112 C 6.609 0.637 -2.100  C111 1.514, O113 1.437, H119 1.094, H120 1.092
113 O 8.027 0.734 -1.893  C112 1.437, C114 1.433
114 C 8.640 1.270 -3.073  C110 1.524, O113 1.433, H121 1.096, H122 1.091
115 H 7.734 1.992 -4.936  C110 1.089
116 H 7.583 0.253 -4.657  C110 1.093
117 H 6.162 2.470 -3.132  C111 1.094
118 H 5.413 1.046 -3.872  C111 1.090
119 H 6.349 -0.421 -2.210  C112 1.094
120 H 6.085 1.033 -1.229  C112 1.092
121 H 8.952 2.298 -2.857  C114 1.096
122 H 9.527 0.684 -3.319  C114 1.091
123 C 2.203 8.686 -0.830  C124 1.522, C127 1.520, H128 1.089, H129 1.093
124 C 2.442 7.206 -0.566  C123 1.522, C125 1.520, H130 1.093, H131 1.089
125 C 2.062 7.088 0.901  C124 1.520, O126 1.435, H132 1.095, H133 1.091
126 O 1.047 8.072 1.148  C125 1.435, C127 1.432
127 C 0.977 8.960 0.026  C123 1.520, O126 1.432, H134 1.096, H135 1.091
128 H 2.049 8.926 -1.881  C123 1.089
129 H 3.052 9.270 -0.467  C123 1.093
130 H 1.766 6.604 -1.178  C124 1.093
131 H 3.462 6.882 -0.768  C124 1.089
132 H 2.913 7.312 1.553  C125 1.095
133 H 1.680 6.098 1.155  C125 1.091
134 H 0.054 8.743 -0.522  C127 1.096
135 H 0.934 9.990 0.382  C127 1.091
136 C -0.933 2.380 5.305  C137 1.524, C140 1.521, H141 1.089, H142 1.093
137 C 0.272 2.494 6.231  C136 1.524, C138 1.522, H143 1.093, H144 1.089
138 C 1.032 1.215 5.913  C137 1.522, O139 1.433, H145 1.095, H146 1.091
139 O 0.757 0.909 4.539  C138 1.433, C140 1.432
140 C -0.319 1.733 4.074  C136 1.521, O139 1.432, H147 1.095, H148 1.090
141 H -1.413 3.333 5.088  C136 1.089
142 H -1.679 1.715 5.747  C136 1.093
143 H 0.872 3.366 5.956  C137 1.093
144 H 0.011 2.581 7.285  C137 1.089
145 H 0.679 0.379 6.525  C138 1.095
146 H 2.109 1.317 6.054  C138 1.091
147 H 0.097 2.485 3.394  C140 1.095
148 H -1.028 1.119 3.518  C140 1.090

Structure (SMILES) ... CCOB(O)[C@@H](O[C@H](CCOC(C)=O)[C@H](O[C@H](B(O)OCC)[C@@H](Cl)CC)S(C)(=O)=O)/C(I)=C(/C)I.C1CCOC1.C1CCOC1.C1CCOC1.C1CCOC1.C1CCOC1.C1CCOC1
M ... 1199.073 g mol⁻¹
HOMO ... -0.324 hartree
Electronic energy ... -4395.5455 a.u.
Lowest unoccupied orbital energy ... -0.0123 Ha
HOMO-LUMO gap ... 8.49 eV
F_max ... 2.6 eV/A

Löwdin atomic charge list, values in e, 5 entries:
1. C -0.050
2. C -0.249
3. O 0.038
4. B -0.737
5. O 0.166